C2H2O2 | ωB97M-V/def2-TZVPD

Structure (XYZ):
```
6
Properties=species:S:1:pos:R:3:forces:R:3:nbo_charge:R:1
C 0.73389 -2.10294 -0.63988 -0.133 -1.175 0.612 -0.094
O -0.18695 2.10489 -0.22886 5.092 6.296 2.408 -0.340
H -0.42306 1.94015 -1.08102 -1.074 -0.613 -4.435 0.398
H 0.61028 -3.15127 -0.08458 -0.111 1.634 -0.583 0.006
C -0.94601 -0.46920 0.27724 0.239 0.588 -0.033 0.515
O -1.17647 0.64237 0.24735 -4.012 -6.730 2.031 -0.485
```
Positions in Å, forces in eV/Å.

Output
- LUMO energy (alpha / beta) (eV) = -2.30 / -0.36

C25H37As2N2O16P2Zn | ωB97M-V/def2-TZVPD

Structure (XYZ):
```
85
Properties=species:S:1:pos:R:3:forces:R:3:lowdin_charge:R:1
O 3.78630 -1.06450 -1.80610 -0.405 0.347 0.450 -0.121
C -3.83630 -3.43380 1.36050 -0.305 -0.054 -0.450 -0.263
As -5.62500 -4.60900 -0.67970 0.039 -0.112 -0.065 1.303
H -4.51910 1.79770 -0.64570 -0.116 -0.053 -0.038 0.090
C -4.35420 -3.63050 -1.79310 0.367 -0.050 0.498 -0.330
O 2.37610 0.40020 -0.38980 0.230 -0.154 0.179 -0.300
H -0.51800 -0.42320 -3.27380 -0.095 0.098 -0.100 0.076
O -3.58070 -2.03740 3.21410 -0.135 0.201 -0.195 -0.076
O -6.81950 -5.29710 1.74780 0.190 -0.009 -0.087 -0.122
C -3.46070 -3.30880 2.78030 0.399 -0.062 0.825 -0.587
C -1.58190 -0.50700 -3.48170 0.106 0.091 -0.482 -0.017
H -5.07200 -7.01480 -0.01840 -0.025 0.053 0.025 0.018
H 3.37410 2.90380 -0.06490 0.102 -0.005 0.026 0.082
C 1.44470 3.62210 -1.61530 0.064 -0.093 -0.135 -0.081
H -1.72790 -1.05230 -4.41800 0.025 0.218 0.081 0.100
H -2.13410 5.21490 0.25730 0.019 0.156 0.019 0.099
H -6.12970 -1.43670 -2.39400 0.100 0.069 -0.122 0.101
H -1.51950 -4.62580 1.59510 -0.045 0.042 0.001 0.021
N -1.20780 -0.16560 2.38390 -0.104 -0.150 -0.327 0.209
C 2.60520 3.46320 0.46300 0.050 -0.006 -0.012 -0.098
O -5.13760 -4.79760 -3.66960 0.212 0.299 0.084 0.088
H -8.61820 -6.10770 2.19540 0.052 0.016 -0.006 0.092
H 1.81410 4.65310 -1.73850 -0.033 0.016 0.060 0.089
Zn 0.55550 0.96220 -0.05340 -0.719 0.859 0.919 0.686
C -7.71720 -5.80250 2.72270 -0.114 0.036 0.364 -0.048
H -1.87180 -0.69430 2.92250 0.077 0.027 0.011 0.072
C -4.87830 -3.72460 -3.17690 -0.352 -0.406 -0.636 -0.573
C -3.16460 -3.10880 -1.49210 -0.090 -0.117 -0.062 -0.273
O -5.83870 -4.00700 3.30860 -0.122 -0.104 -0.094 0.113
C -4.58850 -6.28980 -0.67340 -0.022 -0.049 -0.052 -0.263
H -4.10210 -2.46080 5.16110 0.090 0.083 -0.001 0.100
H -4.34510 4.22640 -0.22240 -0.038 0.036 -0.014 0.090
C -4.99900 -4.02910 1.06900 0.508 0.232 -0.321 -0.310
C -2.21990 4.15390 0.06040 0.047 0.119 -0.013 -0.069
N 1.34210 3.25290 -0.21290 0.073 0.254 0.117 -0.319
H -0.79330 0.66740 4.89800 -0.104 0.029 0.080 0.078
C -5.88510 -4.41570 2.17170 -0.431 -0.053 0.558 -0.510
H -1.24770 -4.88250 -0.15260 -0.031 -0.010 -0.047 0.038
H 0.25690 5.03670 0.19590 0.110 -0.044 0.053 0.122
O -2.20640 -1.22460 -2.42580 -0.044 -0.002 0.176 -0.136
H 0.12260 -0.82690 4.67300 -0.011 -0.120 0.063 0.079
C -3.46050 3.60290 -0.20810 -0.092 0.082 0.031 -0.113
H -1.25460 -0.24490 1.37400 -0.178 -0.072 0.053 0.026
O -2.22810 -3.09720 -3.68600 0.035 -0.070 0.121 0.134
O -2.98920 -4.19130 3.45520 -0.060 0.208 -0.147 0.113
H -3.55150 -0.79300 4.80180 0.002 -0.025 -0.022 0.096
H -0.20360 -3.78520 0.73400 0.056 -0.055 0.099 0.005
C -5.33020 -1.37250 -3.14350 -0.146 0.440 0.356 -0.044
O 2.73730 0.97490 -2.89900 -0.082 -0.103 0.029 -0.276
H -4.55160 -6.68470 -1.68790 -0.053 0.082 -0.001 0.023
C -1.21760 -4.16190 0.65860 0.189 -0.100 -0.053 -0.234
C -2.40780 -2.53450 -2.63970 -0.351 0.203 -0.708 -0.597
C -0.09170 0.34720 2.89310 -0.454 0.004 0.893 -0.554
H -2.04940 0.47660 -3.51610 0.061 -0.027 0.035 0.098
O 0.74570 0.93240 2.21840 0.666 0.204 -0.581 0.013
H 0.97190 0.72670 4.71080 0.024 0.034 -0.009 0.078
C 0.25020 3.95840 0.43400 -0.091 0.006 0.144 -0.186
P 0.59430 -1.89840 -1.05960 -0.143 -0.199 0.500 0.217
O 1.29180 -0.98520 -2.20930 0.306 0.188 0.373 -0.261
H -7.27060 -6.66190 3.22780 -0.023 0.046 -0.026 0.098
H -5.59820 -0.63430 -3.89920 -0.010 -0.066 0.085 0.099
H 4.22470 -0.98170 -2.65010 0.299 -0.094 -0.408 0.069
O -5.21520 -2.60290 -3.83740 0.045 -0.326 -0.268 -0.017
H 2.53140 3.07930 1.47820 0.069 0.006 0.110 0.081
C -1.08480 3.35640 0.07160 -0.112 -0.029 -0.043 -0.260
P 2.54330 -0.01490 -1.82530 0.967 -0.094 -1.466 0.200
H 2.55470 -1.92100 -0.23500 0.395 -0.003 0.391 0.035
H 0.37800 3.84990 1.51560 0.091 0.076 0.009 0.124
H -2.51730 0.38880 -0.60510 0.000 -0.050 -0.034 0.057
O -0.25120 -2.93630 -1.66440 0.148 -0.342 -0.196 -0.254
C -2.41570 1.45310 -0.42090 0.042 -0.080 -0.135 -0.131
H 2.11670 2.92730 -2.11590 0.010 0.109 -0.110 0.054
C -1.15190 1.98550 -0.17900 0.007 -0.038 -0.117 -0.141
H -2.37050 -2.14370 4.90200 -0.103 0.039 -0.005 0.092
C -3.55400 2.24470 -0.44860 -0.209 -0.128 0.034 -0.108
H -7.93870 -5.03430 3.46650 -0.045 -0.107 -0.101 0.090
O -0.10600 -0.97070 -0.08810 0.432 -0.018 -0.302 -0.399
C -3.38310 -1.85040 4.60950 0.033 -0.229 0.315 -0.055
H -4.40530 -1.06550 -2.65420 -0.147 -0.024 -0.114 0.078
H 2.88720 4.53000 0.48870 0.007 -0.048 0.014 0.087
H -3.57700 -6.08820 -0.32200 -0.040 0.023 0.002 0.023
As -2.38560 -2.63690 0.22960 -0.860 -0.750 0.454 1.397
H 0.46370 3.54810 -2.07910 -0.075 -0.033 -0.062 0.091
C 0.06320 0.22310 4.39800 0.127 0.053 -0.271 0.005
O 1.84660 -2.56460 -0.31740 -0.253 -0.326 -0.202 -0.105
```
Positions in Å, forces in eV/Å.

Output
- LUMO energy (eV) = 2.23
- charge = -1

C8H7N2PS | ωB97M-V/def2-TZVPD

Structure (XYZ):
```
19
Properties=species:S:1:pos:R:3:forces:R:3:nbo_charge:R:1
C -0.54973 -2.91685 0.16352 -0.608 -0.218 -0.754 -0.602
H -1.34532 -2.56409 0.85356 -0.068 -0.335 -0.527 0.168
S -1.13553 -3.38988 -1.29225 1.617 0.602 0.781 0.670
C -0.17725 1.23022 -0.92903 0.597 0.641 -2.365 -0.208
N 0.80808 -0.30931 -2.45214 -0.501 2.502 1.867 -0.483
H 1.13924 -0.70946 2.19325 -0.767 0.199 -1.168 0.233
C 0.86801 -1.41341 -2.98117 1.746 -4.052 -1.274 -0.187
N 0.27049 -3.87043 -2.11914 0.241 -0.456 -0.093 -1.176
C -0.03929 0.90944 1.42591 -0.201 2.011 0.765 -0.206
H 0.63150 0.45272 -3.04307 -0.542 1.540 -1.118 0.377
H -1.14431 2.41204 0.48910 -0.435 1.536 0.160 0.217
C 0.68797 -0.22311 1.28667 1.877 -0.655 0.254 -0.185
P 1.50086 -3.00256 -2.66047 -2.158 -0.007 0.492 1.033
C 0.62282 0.09397 -1.08799 -0.024 0.162 0.233 0.074
C 1.08597 -0.61782 -0.01559 -0.571 0.382 1.389 -0.191
H -0.26862 1.40521 2.37593 0.069 -0.845 0.000 0.219
H 1.70581 -1.47305 -0.06856 0.453 -0.678 -0.505 0.249
H -0.50828 1.76583 -1.90414 0.325 -0.810 1.973 0.211
C -0.39520 1.69652 0.33071 -1.050 -1.519 -0.110 -0.214
```
Positions in Å, forces in eV/Å.

Output
- LUMO energy (eV) = -0.15